(1)
105
Properties=species:S:1:pos:R:3 method="wB97M-V/def2-TZVPD" lumo_energy_ev="-4.174 / -9.146" mol_weight_g_mol=711.8 s_squared=0.76 total_charge=+1 e_above_lowest_kj_mol=0.0 fmax_ev_per_a=5.11 multiplicity=2
C 3.44 3.98 -2.78
N 2.22 3.16 -3.24
O 1.30 3.81 -3.61
O 2.24 1.95 -3.20
H 3.32 4.08 -1.70
H 3.45 4.92 -3.33
H 4.36 3.43 -3.02
C 4.85 0.39 -1.94
N 6.05 0.94 -1.17
O 6.99 0.21 -0.99
O 5.92 2.04 -0.71
H 5.09 0.19 -2.98
H 4.08 1.16 -1.97
H 4.49 -0.47 -1.37
C 5.04 1.16 2.50
N 3.81 1.08 1.66
O 3.36 2.14 1.29
O 3.52 0.05 1.13
H 5.01 2.17 2.91
H 5.92 1.18 1.85
H 5.09 0.39 3.26
O -0.11 -4.67 0.58
C -1.16 -5.32 0.59
O -2.38 -4.83 0.26
C -2.73 -3.49 0.03
C -2.65 -2.59 1.24
C -1.12 -6.78 0.95
H -3.81 -3.51 -0.11
H -2.27 -3.00 -0.84
H -3.13 -3.01 2.13
H -3.15 -1.63 1.09
H -1.62 -2.31 1.46
H -1.40 -6.87 2.00
H -0.10 -7.11 0.80
H -1.81 -7.37 0.35
O -2.00 0.53 5.57
C -2.05 -0.60 5.09
O -1.33 -1.15 4.13
C -0.50 -0.40 3.26
C 0.95 -0.91 3.30
C -2.76 -1.75 5.86
H -0.60 0.68 3.42
H -0.84 -0.42 2.23
H 1.07 -1.98 3.13
H 1.31 -0.74 4.32
H 1.64 -0.31 2.70
H -3.75 -1.43 6.17
H -2.22 -2.02 6.77
H -2.84 -2.70 5.32
O 1.46 -8.79 -0.76
C 1.93 -8.51 -1.88
O 2.44 -7.31 -2.24
C 2.14 -6.15 -1.48
C 3.38 -5.26 -1.60
C 1.99 -9.58 -2.91
H 1.92 -6.37 -0.43
H 1.28 -5.59 -1.85
H 4.26 -5.83 -1.32
H 3.44 -4.32 -1.05
H 3.39 -5.03 -2.66
H 2.97 -10.08 -2.91
H 1.80 -9.09 -3.86
H 1.25 -10.37 -2.79
O -4.15 8.10 -2.99
C -4.18 7.45 -1.94
O -3.11 6.91 -1.37
C -1.82 7.17 -1.89
C -0.75 6.40 -1.02
C -5.47 6.98 -1.21
H -1.62 8.24 -1.92
H -1.80 6.81 -2.92
H -0.49 6.87 -0.07
H 0.19 6.23 -1.54
H -1.15 5.41 -0.79
H -5.68 5.92 -1.38
H -6.21 7.62 -1.68
H -5.44 7.10 -0.13
O -1.24 0.64 -1.56
C -0.25 0.87 -0.80
O 0.53 -0.02 -0.13
C 0.34 -1.38 -0.28
C 1.43 -1.82 -1.30
C 0.10 2.31 -0.44
H -0.65 -1.57 -0.70
H 0.58 -2.01 0.57
H 1.35 -1.17 -2.17
H 1.31 -2.84 -1.66
H 2.43 -1.77 -0.87
H -0.13 3.03 -1.22
H 1.13 2.42 -0.10
H -0.51 2.48 0.44
O -3.40 1.47 1.77
C -3.17 2.67 1.58
O -3.45 3.31 0.33
C -3.85 2.49 -0.72
C -3.59 3.46 -1.88
C -2.68 3.64 2.64
H -4.91 2.24 -0.64
H -3.28 1.57 -0.74
H -2.55 3.71 -2.04
H -4.00 4.46 -1.78
H -3.90 3.09 -2.86
H -2.26 3.04 3.45
H -3.54 4.15 3.07
H -2.00 4.40 2.26



(2)
71
Properties=species:S:1:pos:R:3 method="wB97M-V/def2-TZVPD" lumo_energy_ev=-1.858 mol_weight_g_mol=494.6 total_charge=0 e_above_lowest_kj_mol=124.8 fmax_ev_per_a=2.94
C 2.59 3.33 1.53
N 2.22 1.94 1.34
C 3.18 1.01 1.01
O 4.36 1.22 0.84
C 2.48 -0.34 0.92
C 3.03 -1.32 1.96
C 4.51 -1.57 1.83
C 5.38 -1.20 2.84
C 6.74 -1.43 2.72
C 7.23 -2.03 1.59
C 6.38 -2.39 0.57
C 5.02 -2.16 0.69
N 1.02 -0.07 1.14
C 0.05 -1.02 1.02
C -1.28 -0.78 1.24
C -2.29 -1.72 1.17
C -3.67 -1.42 1.41
C -4.62 -2.45 1.38
C -5.95 -2.19 1.62
C -6.37 -0.90 1.89
C -5.45 0.13 1.92
C -4.12 -0.12 1.69
C 0.83 1.40 1.42
C 0.28 1.62 2.82
C -0.02 2.04 0.32
H 3.67 3.42 1.47
H 2.14 3.95 0.76
H 2.26 3.68 2.51
H 2.60 -0.73 -0.09
H 2.81 -0.92 2.96
H 2.50 -2.27 1.89
H 4.99 -0.71 3.72
H 7.41 -1.14 3.52
H 8.29 -2.21 1.49
H 6.77 -2.85 -0.33
H 4.35 -2.43 -0.11
H 0.37 -2.01 0.75
H -1.56 0.22 1.50
H -2.04 -2.72 0.89
H -4.30 -3.46 1.16
H -6.67 -3.00 1.60
H -7.41 -0.70 2.08
H -5.79 1.13 2.14
H -3.43 0.70 1.72
H 0.96 1.19 3.56
H 0.15 2.68 3.04
H -0.69 1.14 2.97
H 0.47 1.92 -0.64
H -1.01 1.59 0.24
H -0.17 3.10 0.50
C -5.03 -1.49 -2.38
C -3.54 -1.49 -2.32
C -2.83 -0.51 -3.06
C -1.44 -0.26 -2.94
C -0.85 0.85 -3.73
C -1.61 1.93 -4.16
C -1.04 2.93 -4.92
C 0.29 2.86 -5.26
C 1.07 1.80 -4.82
C 0.50 0.81 -4.05
O -0.69 -0.92 -2.22
O -3.00 -2.33 -1.63
H -5.43 -0.57 -2.81
H -5.38 -2.33 -2.98
H -5.44 -1.61 -1.38
H -3.38 0.06 -3.78
H -2.64 2.01 -3.87
H -1.64 3.77 -5.25
H 0.73 3.63 -5.87
H 2.12 1.76 -5.06
H 1.08 -0.01 -3.67



(3)
11
Properties=species:S:1:pos:R:3 method="wB97M-V/def2-TZVPD" lumo_energy_ev=-0.785 mol_weight_g_mol=161.3 total_charge=0 e_above_lowest_kj_mol=168.0 fmax_ev_per_a=10.44
C 1.08 -0.08 0.25
C 0.24 1.01 0.92
C -1.43 -0.13 -0.77
C -2.17 -0.80 0.27
H -0.67 0.69 1.72
H 0.95 1.74 1.30
H -1.85 -0.33 -1.71
N -2.61 -0.99 1.43
S 2.66 -0.17 0.33
S -0.84 1.53 -0.48
S 0.27 -1.06 -0.81



(4)
134
Properties=species:S:1:pos:R:3 method="wB97M-V/def2-TZVPD" lumo_energy_ev=-0.037 mol_weight_g_mol=1098.7 total_charge=0 fmax_ev_per_a=1.70 smiles="CCC(=O)OCC[C@](CCCOC)(CCC(C)C)OC(Cl)(Cl)[C@](F)(O[C@](F)(I)C[C@@H](C)Br)C(F)(F)C(F)(F)F.CCOCC.CCOCC.CCOCC.CCOCC"
C -4.76 -4.42 -1.68
C -5.42 -4.19 -0.32
C -4.86 -5.08 0.76
O -4.99 -6.29 0.75
O -4.22 -4.45 1.79
C -2.97 -3.85 1.39
C -1.97 -4.91 0.97
C -0.51 -4.42 1.08
C 0.37 -5.41 0.30
C 1.87 -5.42 0.59
C 2.63 -6.13 -0.51
O 2.51 -5.42 -1.72
C 3.58 -5.57 -2.61
C -0.14 -4.52 2.59
C 0.83 -3.48 3.10
C 1.15 -3.58 4.61
C 0.14 -2.67 5.34
C 1.01 -4.98 5.20
O -0.37 -3.03 0.77
C -0.39 -2.51 -0.47
Cl -1.45 -3.35 -1.63
Cl 1.28 -2.54 -1.14
C -0.94 -0.99 -0.32
F -1.74 -1.05 0.80
O -1.82 -0.60 -1.30
C -1.57 0.03 -2.51
F -2.69 -0.30 -3.22
I 0.03 -0.71 -3.77
C -1.50 1.57 -2.47
C -2.86 2.24 -2.53
C -3.89 1.87 -1.47
Br -2.50 4.17 -2.37
C 0.14 0.02 0.12
F 0.95 -0.59 1.03
F 0.91 0.44 -0.90
C -0.45 1.28 0.88
F 0.32 2.36 0.57
F -1.72 1.55 0.56
F -0.38 1.09 2.22
H -4.15 -3.58 -1.99
H -5.53 -4.53 -2.44
H -4.14 -5.31 -1.71
H -5.27 -3.16 -0.01
H -6.48 -4.38 -0.39
H -2.63 -3.31 2.26
H -3.15 -3.15 0.57
H -2.19 -5.28 -0.03
H -2.06 -5.74 1.65
H 0.24 -5.34 -0.78
H -0.01 -6.39 0.58
H 2.29 -4.42 0.69
H 2.06 -5.98 1.50
H 2.26 -7.16 -0.61
H 3.67 -6.20 -0.20
H 3.23 -5.97 -3.56
H 4.05 -4.61 -2.81
H 4.35 -6.24 -2.24
H 0.19 -5.54 2.76
H -1.05 -4.41 3.17
H 0.42 -2.49 2.95
H 1.78 -3.48 2.57
H 2.14 -3.20 4.82
H 0.16 -2.80 6.42
H -0.86 -2.98 5.02
H 0.29 -1.64 5.04
H 1.47 -5.74 4.57
H -0.05 -5.24 5.23
H 1.37 -5.05 6.21
H -0.87 1.94 -1.67
H -0.99 1.85 -3.38
H -3.30 2.13 -3.51
H -3.79 2.52 -0.61
H -3.78 0.85 -1.13
H -4.90 1.99 -1.84
C 1.86 7.96 -4.72
C 1.15 6.69 -5.18
O 1.95 5.53 -5.12
C 2.45 5.17 -3.84
C 1.37 4.91 -2.81
H 2.75 8.12 -5.32
H 1.20 8.82 -4.84
H 2.15 7.91 -3.68
H 0.86 6.79 -6.22
H 0.22 6.54 -4.61
H 3.15 5.94 -3.48
H 3.03 4.27 -4.01
H 0.77 5.79 -2.60
H 1.83 4.59 -1.87
H 0.70 4.12 -3.15
C -3.45 3.37 3.19
C -4.52 4.13 2.42
O -5.43 3.29 1.73
C -6.19 2.40 2.53
C -7.06 3.08 3.56
H -2.89 2.72 2.51
H -2.75 4.07 3.65
H -3.87 2.75 3.98
H -4.04 4.73 1.65
H -5.05 4.83 3.08
H -5.53 1.66 3.01
H -6.81 1.85 1.83
H -6.48 3.64 4.30
H -7.65 2.34 4.10
H -7.74 3.79 3.08
C 4.00 -0.24 7.35
C 3.38 -1.56 6.95
O 4.23 -2.68 7.13
C 4.67 -2.92 8.46
C 3.54 -3.18 9.44
H 4.92 -0.07 6.79
H 3.31 0.58 7.14
H 4.25 -0.20 8.41
H 3.15 -1.54 5.89
H 2.43 -1.72 7.47
H 5.30 -2.10 8.81
H 5.30 -3.80 8.39
H 2.88 -2.32 9.55
H 3.95 -3.41 10.43
H 2.94 -4.03 9.11
C 3.97 7.96 -9.69
C 3.28 6.69 -10.16
O 4.10 5.53 -10.10
C 4.59 5.19 -8.82
C 3.51 4.92 -7.79
H 4.88 8.14 -10.28
H 3.30 8.81 -9.81
H 4.26 7.91 -8.64
H 3.01 6.79 -11.21
H 2.35 6.53 -9.60
H 5.28 5.96 -8.45
H 5.18 4.28 -8.97
H 2.90 5.80 -7.59
H 3.95 4.62 -6.84
H 2.84 4.12 -8.13